{"formula": "C45H35BrN3O2P2RuS3", "method": "ωB97M-V with the def2-TZVPD basis set", "symbols": ["Ru", "C", "P", "C", "C", "C", "C", "C", "C", "C", "C", "C", "C", "C", "C", "C", "C", "C", "C", "C", "P", "C", "C", "C", "C", "C", "C", "C", "C", "C", "C", "C", "C", "N", "H", "H", "H", "H", "H", "H", "H", "H", "H", "H", "H", "H", "H", "H", "H", "H", "H", "H", "H", "H", "H", "H", "H", "H", "H", "H", "Br", "C", "C", "C", "C", "C", "C", "C", "O", "O", "H", "H", "H", "H", "S", "C", "S", "C", "N", "N", "C", "C", "C", "C", "C", "C", "S", "H", "H", "H", "H", "H"], "coordinates": [[-0.04336, -0.06151, 0.22540], [-1.26069, -1.24837, 3.21919], [-0.83092, -1.83090, 1.57223], [-2.21471, -2.85436, 1.00991], [-2.21812, -3.23935, -0.33230], [-3.25088, -4.01648, -0.83049], [-4.28694, -4.41332, 0.00674], [-4.28712, -4.03456, 1.34050], [-3.25624, -3.25057, 1.84135], [0.45791, -3.08472, 1.90808], [1.77610, -2.85947, 1.53552], [2.75917, -3.79629, 1.83126], [2.42479, -4.96611, 2.49152], [1.10222, -5.21061, 2.84601], [0.12479, -4.27444, 2.55732], [-0.38563, -0.06939, 3.41884], [-0.17844, 0.74241, 4.50189], [0.68966, 1.77452, 4.08133], [0.96866, 1.54940, 2.76100], [1.71642, 2.32710, 1.75392], [1.99945, 1.18344, 0.40237], [3.47789, 0.23075, 0.81994], [3.95263, 0.18229, 2.12680], [5.05270, -0.60634, 2.43915], [5.67477, -1.35654, 1.45323], [5.18429, -1.33833, 0.15288], [4.08652, -0.55385, -0.16307], [2.48649, 2.27474, -0.95937], [3.82427, 2.52422, -1.26299], [4.14994, 3.38867, -2.29771], [3.14530, 4.00838, -3.02663], [1.81362, 3.77504, -2.71590], [1.48198, 2.90520, -1.68880], [0.33296, 0.40971, 2.34400], [-1.10680, -2.04936, 3.94603], [-2.31337, -0.94870, 3.24695], [-1.41389, -2.91853, -0.98592], [-3.25219, -4.30631, -1.87294], [-5.09638, -5.01743, -0.38246], [-5.09397, -4.34216, 1.99266], [-3.26879, -2.95788, 2.88341], [2.03401, -1.95644, 0.99827], [3.78242, -3.60599, 1.53642], [3.18976, -5.69419, 2.72845], [0.83361, -6.13635, 3.33752], [-0.90599, -4.47851, 2.82280], [-0.61529, 0.60785, 5.47852], [1.05460, 2.60493, 4.66421], [2.65214, 2.76830, 2.10348], [1.08334, 3.12767, 1.35774], [3.46257, 0.74804, 2.90946], [5.41717, -0.63568, 3.45722], [6.53890, -1.96046, 1.69843], [5.64918, -1.94318, -0.61455], [3.69606, -0.55235, -1.17171], [4.60962, 2.04111, -0.69807], [5.18843, 3.57462, -2.53755], [3.39841, 4.67430, -3.84068], [1.03298, 4.26072, -3.28884], [0.44657, 2.71610, -1.43671], [-2.38390, 0.08105, -1.28444], [-3.45008, 0.23301, 0.28582], [-4.63630, -0.48341, 0.30007], [-5.46373, -0.40314, 1.40878], [-5.09611, 0.38827, 2.48870], [-3.91630, 1.11214, 2.44224], [-3.06414, 1.05420, 1.34131], [-1.84272, 1.96883, 1.37239], [-1.80465, 2.83671, 2.20741], [-0.92225, 1.80068, 0.44907], [-4.90523, -1.09432, -0.55074], [-6.39525, -0.95382, 1.42078], [-5.73211, 0.44688, 3.36169], [-3.62205, 1.76503, 3.25335], [2.06734, 1.89990, -6.18417], [1.38528, 1.12582, -4.89599], [2.20155, -0.13256, -4.01833], [0.90249, -0.22033, -2.87695], [-0.06095, 0.59188, -3.13042], [0.19565, 1.32395, -4.27478], [-0.82831, 2.25390, -4.64130], [-1.11384, 2.49531, -5.97477], [-2.10164, 3.41388, -6.29971], [-2.80928, 4.07275, -5.30618], [-2.54616, 3.78608, -3.97262], [-1.55882, 2.87521, -3.63578], [0.96849, -1.34861, -1.53419], [-0.57670, 1.97132, -6.75059], [-2.32108, 3.60410, -7.34177], [-3.56595, 4.80009, -5.56798], [-3.11333, 4.26737, -3.18739], [-1.36243, 2.63731, -2.59880]], "lowdin_spin": [0.787, 0.005, 0.033, 0.013, 0.003, 0.000, 0.002, 0.000, 0.004, 0.001, 0.002, 0.000, 0.000, 0.000, 0.000, 0.001, 0.000, -0.001, 0.000, 0.002, 0.036, -0.002, -0.001, 0.000, -0.001, 0.000, -0.001, 0.017, 0.004, 0.001, 0.002, 0.000, 0.005, -0.008, 0.001, 0.000, 0.001, 0.000, 0.000, 0.000, 0.000, 0.001, 0.000, 0.000, 0.000, 0.000, 0.000, 0.000, 0.000, 0.000, 0.000, 0.000, 0.000, 0.000, 0.000, 0.000, 0.000, 0.000, 0.000, 0.001, 0.016, 0.005, 0.000, 0.001, 0.000, 0.001, 0.002, 0.004, -0.003, 0.041, 0.000, 0.000, 0.000, 0.000, 0.003, 0.001, -0.001, 0.010, 0.009, 0.001, 0.000, 0.000, 0.000, 0.000, 0.000, 0.000, 0.001, 0.000, 0.000, 0.000, 0.000, 0.000], "relative_energy_ev": 0.505, "total_energy_ev": -179507.7919, "s_squared": 0.76, "lumo_energy_ev": [-0.92, -1.16], "max_force_ev_per_a": 2.5, "spin_multiplicity": 2, "homo_ev": [-7.5, -7.5]}

---

{"formula": "C45H35ClIrO4P2S3", "method": "ωB97M-V with the def2-TZVPD basis set", "symbols": ["Ir", "O", "S", "C", "C", "C", "C", "C", "C", "P", "C", "C", "C", "C", "C", "C", "C", "C", "C", "C", "C", "C", "C", "C", "C", "C", "C", "C", "P", "C", "C", "C", "C", "C", "C", "C", "C", "C", "C", "C", "C", "H", "H", "H", "H", "H", "H", "H", "H", "H", "H", "H", "H", "H", "H", "H", "H", "H", "H", "H", "H", "H", "H", "H", "H", "H", "H", "H", "H", "C", "O", "C", "S", "S", "H", "H", "H", "Cl", "C", "C", "C", "C", "C", "C", "C", "O", "O", "H", "H", "H", "H"], "coordinates": [[0.19092, -0.20376, -0.11228], [1.22633, 2.76649, -0.32993], [0.35403, 1.82858, -1.02695], [-1.28348, 2.56800, -1.16688], [-1.45147, 3.82442, -1.72997], [-2.71395, 4.39569, -1.74064], [-3.79151, 3.71995, -1.17693], [-3.60183, 2.49146, -0.56088], [-2.33798, 1.91171, -0.51588], [-2.05629, 0.34031, 0.38383], [-3.36723, -0.64091, -0.45037], [-3.48523, -0.57074, -1.84224], [-4.46135, -1.29064, -2.50474], [-5.34094, -2.09505, -1.78567], [-5.23941, -2.16285, -0.40757], [-4.25593, -1.43727, 0.26054], [-2.65690, 0.37628, 2.08521], [-3.47056, 1.36907, 2.62159], [-3.88036, 1.27923, 3.94199], [-3.47325, 0.21111, 4.73355], [-2.64753, -0.76886, 4.20563], [-2.23630, -0.68540, 2.88103], [1.17364, 1.65919, -2.61878], [1.18234, 2.67084, -3.57015], [2.05354, 2.57693, -4.64332], [2.94354, 1.50830, -4.74881], [2.96972, 0.53159, -3.76751], [2.08312, 0.59624, -2.69825], [2.14431, -0.60209, -1.31317], [2.25239, -2.20749, -2.14437], [2.79647, -3.30694, -1.48358], [2.76810, -4.56123, -2.08066], [2.19644, -4.72429, -3.33388], [1.64759, -3.63158, -3.99431], [1.66877, -2.38079, -3.40000], [3.72720, -0.36063, -0.48377], [4.92783, -0.89423, -0.95368], [6.11638, -0.58408, -0.31264], [6.11345, 0.26555, 0.78719], [4.92239, 0.80552, 1.24907], [3.72634, 0.49511, 0.61752], [-0.61280, 4.38464, -2.11138], [-2.85253, 5.37285, -2.18342], [-4.77984, 4.16001, -1.20063], [-4.44311, 1.97911, -0.11041], [-2.81050, 0.06165, -2.41102], [-4.54488, -1.22256, -3.58184], [-6.10769, -2.65739, -2.30258], [-5.92895, -2.77447, 0.15975], [-4.19687, -1.49567, 1.33834], [-3.75456, 2.22584, 2.02689], [-4.50885, 2.05461, 4.36078], [-3.79221, 0.15246, 5.76595], [-2.31286, -1.59285, 4.82208], [-1.56934, -1.43884, 2.47372], [0.54433, 3.53431, -3.49008], [2.05399, 3.35485, -5.39528], [3.62209, 1.45307, -5.58981], [3.67385, -0.28950, -3.82687], [3.23722, -3.19102, -0.50125], [3.20523, -5.40815, -1.56714], [2.18367, -5.70036, -3.80215], [1.20112, -3.75705, -4.97212], [1.22998, -1.53554, -3.91638], [4.94288, -1.54669, -1.81754], [7.04655, -1.00314, -0.67375], [7.04442, 0.50612, 1.28408], [4.92206, 1.47074, 2.10314], [2.79445, 0.90588, 0.98684], [-0.77893, -5.10552, -1.13554], [-0.19264, -4.37192, -0.03747], [-0.11947, -3.07399, -0.09799], [-0.76928, -2.08444, -1.29059], [0.65583, -2.19568, 1.12433], [-0.25302, -6.05351, -1.17433], [-0.65144, -4.56953, -2.07375], [-1.83342, -5.26491, -0.92321], [1.67308, 2.79706, 7.89961], [1.24795, 2.47127, 6.25127], [2.02567, 1.59460, 5.51064], [1.67737, 1.33346, 4.19564], [0.56804, 1.94779, 3.62448], [-0.19444, 2.83106, 4.38071], [0.13846, 3.09305, 5.69895], [0.15171, 1.67322, 2.21598], [-0.73662, 2.31715, 1.68141], [0.82251, 0.72907, 1.61905], [2.88706, 1.12430, 5.96479], [2.26357, 0.64334, 3.60649], [-1.05233, 3.30522, 3.92289], [-0.44983, 3.77326, 6.29935]], "lowdin_charge": [0.632, -0.352, 0.786, -0.313, -0.050, -0.040, -0.034, -0.069, -0.335, 0.974, -0.390, -0.150, -0.068, -0.070, -0.063, -0.066, -0.363, -0.064, -0.059, -0.063, -0.056, -0.105, -0.307, -0.043, -0.039, -0.037, -0.065, -0.325, 0.916, -0.397, -0.102, -0.061, -0.070, -0.067, -0.124, -0.330, -0.084, -0.065, -0.061, -0.053, -0.073, 0.108, 0.117, 0.117, 0.119, 0.108, 0.110, 0.109, 0.110, 0.102, 0.102, 0.111, 0.110, 0.112, 0.062, 0.097, 0.118, 0.117, 0.118, 0.111, 0.116, 0.113, 0.113, 0.109, 0.106, 0.110, 0.111, 0.112, 0.070, -0.032, -0.141, -1.167, 0.743, 0.722, 0.102, 0.061, 0.104, 0.684, -0.662, -0.090, -0.006, -0.117, -0.002, -0.087, -0.577, 0.002, -0.299, 0.108, 0.112, 0.121, 0.109], "relative_energy_ev": 1.444, "total_energy_ev": -121865.8462, "lumo_energy_ev": -2.55, "max_force_ev_per_a": 1.4, "spin_multiplicity": 1, "homo_ev": -10.8, "total_charge": 1}